1.
69
Properties=species:S:1:pos:R:3:mulliken_spin:R:1 method="wB97M-V/def2-TZVPD" orbital_gap_ev="6.9 / 6.8" multiplicity=6 charge=0 relative_energy_kcal_mol=0.0
Ru 0.74 -0.39 -0.33 3.9499
C -1.42 0.89 -2.86 0.0009
N -0.01 0.48 -2.96 0.0407
C 0.08 -0.60 -3.96 -0.0070
C 1.24 -1.59 -3.87 0.0201
C 1.22 -2.59 -2.70 -0.0015
N 0.26 -2.22 -1.66 0.0786
C -0.55 -3.12 -1.23 0.0002
C -1.66 -2.91 -0.34 0.0030
C -2.40 -4.03 0.07 -0.0112
C -3.55 -3.90 0.81 0.0138
C -4.00 -2.61 1.12 -0.0048
C -3.30 -1.49 0.72 0.0232
C -2.10 -1.60 0.00 0.0261
O -1.44 -0.54 -0.35 0.1250
C 0.74 1.68 -3.34 -0.0180
C 2.25 1.55 -3.43 0.0116
C 2.90 0.92 -2.20 0.0027
N 2.23 1.31 -0.96 0.0414
C 2.90 2.06 -0.18 0.0421
C 2.54 2.54 1.15 0.0076
C 3.60 3.09 1.88 0.0027
C 3.45 3.52 3.18 -0.0010
C 2.20 3.40 3.78 0.0025
C 1.13 2.87 3.08 -0.0032
C 1.29 2.45 1.76 -0.0101
O 0.23 1.98 1.01 0.0210
H -1.77 1.29 -3.82 0.0013
H -1.54 1.65 -2.09 0.0012
H -2.03 0.04 -2.58 0.0028
H 0.09 -0.15 -4.96 0.0060
H -0.85 -1.17 -3.89 -0.0053
H 2.19 -1.07 -3.91 -0.0026
H 1.20 -2.17 -4.80 -0.0044
H 2.21 -2.66 -2.25 -0.0015
H 0.96 -3.59 -3.08 0.0077
H -0.45 -4.13 -1.63 0.0098
H -2.04 -5.02 -0.21 -0.0004
H -4.10 -4.77 1.13 0.0011
H -4.91 -2.49 1.69 0.0002
H -3.65 -0.49 0.97 -0.0005
H 0.51 2.44 -2.59 0.0013
H 0.36 2.07 -4.30 0.0084
H 2.64 2.56 -3.58 0.0006
H 2.55 0.97 -4.31 -0.0005
H 3.96 1.19 -2.18 0.0014
H 2.86 -0.16 -2.24 -0.0110
H 3.89 2.38 -0.51 0.0085
H 4.57 3.16 1.39 0.0004
H 4.29 3.94 3.72 -0.0001
H 2.06 3.71 4.80 0.0002
H 0.17 2.79 3.56 0.0012
Br 2.94 -1.68 0.25 0.2461
C 0.15 -0.66 1.85 0.6716
C 0.18 -1.89 2.44 -0.0777
C -0.74 -2.24 3.47 0.0090
C -1.72 -1.37 3.85 -0.0001
C -1.80 -0.08 3.27 0.0330
C -2.84 0.84 3.57 0.0006
C -2.89 2.06 2.95 0.0043
C -1.88 2.45 2.04 -0.0038
C -0.88 1.58 1.78 -0.0225
C -0.83 0.27 2.31 -0.2464
H 0.89 -2.64 2.10 0.0025
H -0.69 -3.22 3.92 -0.0002
H -2.46 -1.66 4.60 0.0007
H -3.60 0.56 4.29 0.0002
H -3.70 2.75 3.17 0.0002
H -1.86 3.45 1.62 0.0001

***

2.
95
Properties=species:S:1:pos:R:3:mulliken_spin:R:1 method="wB97M-V/def2-TZVPD" orbital_gap_ev="6.4 / 7.6" multiplicity=2 charge=0 relative_energy_kcal_mol=70.2
Ta -0.15 -0.14 -0.01 0.7121
O 3.73 0.96 2.33 -0.0005
C 3.44 2.29 2.38 -0.0046
C 4.45 3.13 2.83 0.0005
C 4.23 4.49 2.93 -0.0008
C 3.00 5.04 2.57 0.0007
C 2.00 4.20 2.13 -0.0023
C 2.20 2.82 2.02 0.0164
C 1.07 1.97 1.58 -0.0223
O 1.33 0.75 1.14 0.0197
N -0.14 2.42 1.65 0.0038
N -1.03 1.42 1.25 -0.0456
C -2.22 1.60 1.70 0.0731
C -3.29 0.65 1.61 0.0032
C -4.58 1.02 2.04 0.0104
C -5.60 0.10 2.07 0.0032
C -5.35 -1.22 1.67 0.0106
C -4.09 -1.61 1.26 -0.0099
C -3.03 -0.68 1.23 0.0192
O -1.83 -1.08 0.88 0.0882
H 3.02 0.52 1.84 0.0006
H 5.40 2.69 3.11 0.0001
H 5.03 5.14 3.28 -0.0001
H 2.83 6.10 2.64 0.0001
H 1.03 4.60 1.85 -0.0003
H -2.39 2.53 2.24 -0.0066
H -4.74 2.04 2.36 -0.0011
H -6.59 0.39 2.39 0.0008
H -6.15 -1.94 1.69 0.0009
H -3.88 -2.63 0.97 0.0004
C -5.27 0.63 -1.51 0.0022
C -3.91 0.90 -2.14 -0.0017
C -3.30 2.21 -1.65 -0.0037
C -2.97 -0.27 -2.03 0.0029
C -3.30 -1.55 -2.58 0.0011
C -2.61 -2.64 -2.10 0.0016
N -1.46 -2.50 -1.47 0.0202
N -1.86 -0.10 -1.40 0.0220
B -0.24 -3.35 -0.97 0.0355
N 0.04 -3.17 0.53 0.0072
C -0.02 -4.15 1.43 -0.0012
C 0.37 -3.65 2.66 -0.0035
C 0.64 -2.30 2.42 -0.0125
N 0.46 -2.02 1.13 0.0467
C 1.00 -1.28 3.47 0.0134
C 1.92 -1.87 4.53 0.0001
C -0.27 -0.71 4.10 0.0082
N 0.97 -2.83 -1.74 -0.0094
C 1.52 -3.36 -2.85 0.0005
C 2.59 -2.58 -3.20 -0.0009
C 2.64 -1.55 -2.24 0.0059
N 1.64 -1.71 -1.36 -0.0005
C 3.70 -0.49 -2.14 -0.0014
C 3.88 0.01 -0.72 -0.0033
C 5.03 -1.00 -2.70 0.0002
H -5.95 1.47 -1.70 -0.0002
H -5.17 0.52 -0.43 -0.0023
H -5.74 -0.28 -1.90 0.0004
H -4.04 0.99 -3.23 0.0000
H -3.21 2.21 -0.56 0.0023
H -3.95 3.04 -1.92 -0.0003
H -2.31 2.38 -2.08 0.0001
H -4.25 -1.68 -3.08 -0.0002
H -3.00 -3.65 -2.14 0.0005
H -0.49 -4.50 -1.20 -0.0001
H -0.30 -5.15 1.13 0.0000
H 0.45 -4.19 3.59 0.0003
H 1.53 -0.47 2.98 -0.0043
H 1.42 -2.66 5.10 0.0000
H 2.22 -1.09 5.24 -0.0001
H 2.83 -2.29 4.09 0.0000
H -0.83 -1.50 4.61 0.0000
H -0.93 -0.29 3.34 -0.0034
H -0.02 0.06 4.83 0.0008
H 1.12 -4.26 -3.28 0.0000
H 3.26 -2.74 -4.03 0.0000
H 3.38 0.36 -2.76 0.0001
H 4.05 -0.82 -0.04 -0.0001
H 3.01 0.57 -0.40 0.0028
H 4.74 0.68 -0.66 -0.0002
H 5.38 -1.85 -2.12 -0.0001
H 5.78 -0.21 -2.64 -0.0001
H 4.95 -1.31 -3.75 0.0000
O -0.95 -1.21 -1.71 0.0177
N -0.55 0.69 -3.76 -0.0020
C -0.62 0.49 -5.08 0.0001
C 0.36 0.87 -5.98 -0.0002
C 1.47 1.53 -5.47 0.0013
C 1.57 1.73 -4.11 0.0006
C 0.54 1.28 -3.27 0.0196
S 0.74 1.60 -1.53 -0.0306
H -1.52 -0.01 -5.43 0.0000
H 0.24 0.68 -7.03 0.0000
H 2.26 1.87 -6.13 0.0000
H 2.42 2.24 -3.67 -0.0018